The following is a quantum chemistry calculation of a cluster of 5 separate species, C88H63BrCl2F2NO13P in total, from the OMol25 dataset.

Its orbital gap is 7.08 eV. The calculation puts the LUMO energy at -1.267 eV. The calculation puts the maximum force at 3.17 eV/Å. For the molar mass, the calculation gives 1562.2 g/mol.

XYZ file:
```
171
Properties=species:S:1:pos:R:3:forces:R:3:lowdin_charge:R:1
C 4.97112 -10.80322 -1.60740 -0.4686 0.3273 0.6562 -0.080
C 3.98971 -9.77216 -0.96803 -1.4356 0.8014 1.1506 -0.246
C 3.20250 -10.21847 0.20650 -0.2516 3.0056 -0.9680 -0.039
C 2.31171 -9.25691 0.84084 0.6455 0.3045 -1.1540 -0.040
C 2.11869 -7.87002 0.37221 1.4213 -1.7848 -0.8872 -0.192
C 1.14503 -6.97628 1.20038 0.6872 0.5256 0.0676 -0.121
C 1.09927 -5.48874 0.71826 -0.0176 1.2553 -0.4615 -0.122
C 2.06287 -4.49470 1.24586 -1.4676 0.4598 -1.3789 -0.459
Cl 3.28577 -5.01851 2.43810 -0.9891 0.4676 -0.9508 0.725
C 2.06096 -3.07964 0.84896 -0.3393 -0.5556 -1.0942 -0.274
C 3.06782 -2.06910 1.47614 -1.8940 -0.3171 0.8724 -0.127
C 2.56452 -1.81925 2.96639 1.1907 0.2661 0.2808 -0.714
O 3.29128 -1.55783 3.86698 -0.3804 -0.1676 -0.7029 0.053
Cl 0.77682 -1.88496 3.35782 0.5957 -0.2347 -0.8786 0.662
C 1.09512 -2.61923 -0.14689 -0.5831 -2.6749 0.1097 -0.461
Br 1.01850 -0.77291 -0.80176 0.2420 -1.3692 0.8007 0.827
C 0.12713 -3.58986 -0.67960 0.5897 -0.4480 0.7930 -0.066
C 0.11401 -5.01118 -0.25817 1.0797 1.7146 0.6956 0.012
C -1.01515 -5.91929 -0.88319 0.0175 1.4523 0.2713 -0.245
O -0.79718 -7.04369 -1.26706 -0.2163 0.5090 0.4951 0.112
C -2.40624 -5.19278 -0.98992 -1.2671 0.6203 0.0299 0.017
C -3.66835 -5.89824 -0.66703 0.4669 2.2490 -1.0887 -0.048
C -3.67155 -7.40977 -0.25680 -0.2734 0.3126 0.2910 -0.080
C -3.43974 -7.64876 1.29337 -0.3275 -0.8162 -0.2187 -0.306
O -2.06529 -7.98369 1.59789 -0.2801 0.4651 -0.8365 -0.078
C -4.35196 -8.89607 1.74199 -0.0831 -0.1721 0.4899 -0.226
N -3.70746 -9.79596 2.71452 -0.6845 0.0586 -0.6342 -0.016
C -4.90834 -5.07443 -0.74801 1.4001 -0.0356 -0.6998 -0.138
C -6.25554 -5.79221 -0.35707 0.1488 0.8717 0.8708 -0.131
C -6.31573 -5.74303 1.24472 0.4068 0.4264 -0.6302 -0.105
F -5.41389 -4.69841 1.66120 -0.8998 -1.0450 -0.1681 -0.126
C -4.87196 -3.64479 -1.13542 1.6502 -0.2635 -0.5454 -0.197
P -6.54444 -2.76091 -1.11657 -0.8862 -0.0860 1.0520 0.936
C -7.21243 -2.61535 -2.86892 0.0148 0.2329 0.0018 -0.276
O -6.31116 -1.17656 -0.51641 0.0327 -1.0458 -0.8954 -0.338
C -3.60492 -2.95966 -1.50818 -0.1108 -2.4198 0.2399 -0.052
C -3.55176 -1.45978 -1.95580 0.9990 0.4701 0.4506 -0.268
C -3.42513 -0.45910 -0.71557 0.2100 0.1478 -0.8602 -0.025
F -4.65306 -1.11930 -2.79793 0.7576 -0.5371 0.9951 -0.060
C -2.37991 -3.77282 -1.41918 -1.0256 -0.5016 0.5644 0.005
C -0.96337 -3.17791 -1.73042 -0.1593 -0.8386 0.8943 -0.299
O -0.70346 -2.50134 -2.69467 -0.2611 -0.3072 0.5388 0.061
C 2.87857 -7.44992 -0.79745 0.3672 -1.8663 0.5952 -0.020
C 3.80154 -8.39683 -1.46089 -0.7982 -1.2052 1.7367 -0.029
H 5.03650 -11.67955 -0.90579 0.0485 0.8124 -0.7213 0.071
H 5.99671 -10.35943 -1.70694 -0.9623 -0.4648 -0.1695 0.081
H 4.57216 -11.19052 -2.57841 0.5248 0.4753 0.6709 0.080
H 3.28750 -11.24312 0.63291 0.0220 0.9483 -0.5116 0.101
H 1.73462 -9.59622 1.73620 0.5237 0.3856 -0.8339 0.108
H 1.53567 -6.96300 2.25978 -0.4637 -0.0190 -1.0671 0.101
H 0.12496 -7.43689 1.25662 1.0333 0.6667 -0.2089 0.093
H 4.11820 -2.44104 1.54024 -0.9668 0.3166 -0.0235 0.122
H 3.00184 -1.05743 0.98488 0.1415 -1.1698 0.3270 0.083
H -4.65112 -7.91302 -0.50328 0.9438 0.8793 0.0956 0.102
H -2.89955 -8.00615 -0.82399 -0.7330 0.8344 0.5368 0.128
H -3.67696 -6.74072 1.91496 0.1234 -0.8088 -0.7087 0.143
H -1.57600 -8.11956 0.76550 -0.4932 -0.0147 0.3834 0.062
H -5.32357 -8.56205 2.21342 0.9614 -0.0266 -0.6491 0.102
H -4.64199 -9.54217 0.86058 0.4008 0.8120 0.7755 0.120
H -3.10087 -10.43453 2.20583 0.1830 0.3978 0.5596 0.065
H -3.21678 -9.29598 3.45250 0.0711 -0.2371 -0.4501 0.070
H -7.15772 -5.23808 -0.71278 0.9928 -0.3810 0.0910 0.061
H -6.33109 -6.83364 -0.75716 0.2730 0.8823 0.4664 0.109
H -7.32429 -5.42870 1.62041 0.9369 -0.5372 -0.3442 0.127
H -5.92421 -6.67511 1.71608 -0.5828 0.7855 -0.3509 0.083
H -7.62782 -1.56925 -2.95682 0.6300 -1.0189 -0.0651 0.050
H -8.09882 -3.31344 -2.91582 1.0493 0.6133 0.0100 0.033
H -6.47238 -2.84882 -3.67265 -0.6922 0.3807 0.6038 0.040
H -7.08372 -0.98714 0.04164 0.4282 -0.2583 -0.1545 0.043
H -2.64272 -1.24826 -2.58546 -1.0754 -0.7612 0.5092 0.130
H -4.31592 0.21464 -0.71468 0.6528 -0.8053 0.2974 0.077
H -3.27770 -1.00658 0.25101 -0.3601 0.6206 -0.8661 0.074
H -2.53035 0.20717 -0.89423 -0.8495 -0.8087 0.2804 0.080
H 2.78132 -6.40580 -1.18579 0.0941 -1.1054 0.3454 0.107
H 4.41009 -8.12109 -2.35587 -0.7352 0.0523 0.9106 0.103
O 1.61938 3.78589 -1.99159 0.0291 0.0046 -0.1372 0.103
C 1.84462 3.95583 -3.17485 -0.1190 -0.0868 0.6432 -0.277
C 1.63419 2.85548 -4.14889 -0.0166 -0.1156 -0.1362 -0.080
C 1.15501 1.62729 -3.70349 -0.0730 -0.2122 -0.0765 -0.012
C 0.91734 0.60416 -4.60982 0.0003 0.0228 0.0176 -0.049
C 1.15638 0.80482 -5.96673 0.0498 0.1333 0.0556 -0.051
C 1.65051 2.02203 -6.41348 -0.0622 -0.2108 -0.0548 0.001
C 1.89677 3.04880 -5.50607 -0.0895 -0.1581 0.0849 -0.084
C 2.44191 4.34032 -5.99149 0.1448 0.0828 -0.6486 -0.275
O 2.72220 4.49141 -7.16679 -0.0248 -0.0045 0.1279 0.095
C 2.63307 5.44632 -5.02139 0.0135 0.0984 0.1249 -0.081
C 3.10958 6.67422 -5.46904 0.0437 0.2127 0.0807 0.006
C 3.26185 7.72700 -4.57912 -0.0149 -0.0186 0.0156 -0.044
C 2.93720 7.55625 -3.23582 -0.0257 -0.1540 -0.0665 -0.052
C 2.47478 6.32871 -2.78193 0.0583 0.2175 0.0548 0.001
C 2.32608 5.26816 -3.67182 0.0482 0.1905 -0.0794 -0.084
H 0.96166 1.46725 -2.64915 0.0396 0.2140 -0.0833 0.070
H 0.53965 -0.35082 -4.26004 0.0223 0.0528 0.0100 0.097
H 0.95862 0.00926 -6.67574 0.0182 0.0458 0.0454 0.109
H 1.83992 2.17186 -7.46981 0.0528 0.1344 0.1184 0.120
H 3.35832 6.81220 -6.51316 -0.0994 -0.1733 0.0686 0.095
H 3.62998 8.68384 -4.93247 -0.0082 -0.0712 -0.0177 0.107
H 3.04735 8.38192 -2.54232 -0.0034 -0.0570 -0.0391 0.108
H 2.22664 6.20044 -1.73489 -0.0053 -0.1558 -0.1117 0.121
O -4.25510 0.20918 7.87053 0.0308 0.0095 -0.1351 0.101
C -4.04217 0.35832 6.68261 -0.1133 -0.0640 0.6295 -0.293
C -4.34099 -0.73057 5.71939 -0.0146 -0.1274 -0.1598 -0.089
C -4.88898 -1.92459 6.18097 -0.0807 -0.2222 -0.0036 0.000
C -5.20606 -2.93450 5.28345 0.0728 0.1907 -0.0157 -0.051
C -4.97962 -2.75605 3.92070 0.0100 -0.0105 0.0396 -0.044
C -4.41896 -1.57348 3.45916 -0.0448 -0.1818 -0.0176 0.012
C -4.09181 -0.56034 4.35614 -0.0897 -0.1367 0.0938 -0.082
C -3.47389 0.69153 3.85303 0.1633 0.0875 -0.6507 -0.277
O -3.20648 0.81805 2.67237 -0.0272 -0.0295 0.1334 0.098
C -3.19328 1.78775 4.81316 0.0325 0.1181 0.1560 -0.084
C -2.64603 2.98161 4.35068 0.0638 0.1966 0.0283 0.002
C -2.41014 4.02437 5.23468 -0.0352 -0.1056 0.0157 -0.055
C -2.72036 3.87931 6.58436 -0.0101 -0.1192 -0.0569 -0.054
C -3.25272 2.68625 7.05176 0.0830 0.1972 0.0853 0.001
C -3.48612 1.63493 6.16943 0.0679 0.1900 -0.1206 -0.089
H -5.07147 -2.06636 7.23976 0.0601 0.1764 -0.0484 0.121
H -5.63506 -3.86237 5.64464 0.0250 0.0564 -0.0127 0.107
H -5.23480 -3.54108 3.21724 0.0712 0.2403 0.2290 0.079
H -4.23894 -1.44124 2.39819 0.0246 0.1142 0.1043 0.105
H -2.40730 3.10070 3.30039 -0.0788 -0.1588 0.0516 0.121
H -1.98757 4.95438 4.87208 -0.0215 -0.0616 0.0161 0.108
H -2.54416 4.69826 7.27230 -0.0057 -0.0560 -0.0311 0.108
H -3.48920 2.57756 8.10384 -0.0106 -0.1661 -0.0946 0.123
O -1.26401 0.66817 10.65025 0.1290 0.0916 -0.0351 0.107
C -0.33423 1.21943 10.09329 -0.5352 -0.3688 0.2321 -0.280
C 0.02905 0.86532 8.69884 0.0860 -0.0088 -0.1865 -0.082
C -0.71690 -0.09256 8.01702 -0.0869 -0.1443 -0.1424 0.001
C -0.40891 -0.40160 6.69988 0.0632 0.1173 0.0613 -0.053
C 0.64370 0.24491 6.05719 0.0020 0.1391 0.0879 -0.064
C 1.40029 1.18748 6.73843 -0.0601 -0.0902 -0.1490 0.011
C 1.09998 1.49641 8.06228 -0.1526 -0.1170 -0.0676 -0.083
C 1.92659 2.49293 8.78692 0.5120 0.2466 -0.3592 -0.280
O 2.89216 3.00315 8.25114 -0.1143 -0.0304 0.0882 0.103
C 1.55102 2.86197 10.17476 -0.0747 0.0411 0.2068 -0.084
C 2.29587 3.82199 10.85471 0.0365 0.1365 0.1734 -0.002
C 1.93375 4.19824 12.13980 -0.0429 -0.0709 -0.0747 -0.060
C 0.82569 3.61753 12.75109 0.0106 -0.0597 -0.1092 -0.060
C 0.08936 2.65035 12.08224 0.0176 0.1222 0.1953 -0.001
C 0.45227 2.26546 10.79430 0.1316 0.1985 0.0853 -0.083
H -1.54084 -0.59462 8.51099 0.0555 0.1556 0.0926 0.120
H -0.99390 -1.14478 6.16864 0.0235 0.0112 0.0189 0.104
H 0.87330 0.01088 5.02480 -0.0041 0.0782 0.1972 0.038
H 2.22163 1.68450 6.23590 -0.0197 0.0216 0.1758 0.122
H 3.15613 4.27997 10.38100 -0.1009 -0.1238 -0.1044 0.120
H 2.51257 4.94862 12.66605 -0.0311 -0.0460 -0.0371 0.106
H 0.53817 3.91924 13.75177 0.0143 -0.0288 -0.0596 0.106
H -0.77025 2.19928 12.56385 0.0529 -0.0758 -0.1719 0.121
O 4.96034 10.13534 -7.39246 0.0107 0.0273 -0.1220 0.096
C 5.18525 10.30535 -8.57674 -0.1286 -0.1311 0.6313 -0.275
C 4.97478 9.20579 -9.55063 -0.0100 -0.0968 -0.1350 -0.081
C 4.49625 7.97793 -9.10460 -0.0705 -0.1930 -0.0830 0.006
C 4.25786 6.95477 -10.01000 0.0033 0.0114 -0.0129 -0.043
C 4.49592 7.15515 -11.36725 0.0512 0.1437 0.0730 -0.052
C 4.98977 8.37248 -11.81482 -0.0655 -0.2134 -0.0611 0.001
C 5.23648 9.39929 -10.90778 -0.0904 -0.1525 0.0939 -0.084
C 5.78117 10.69099 -11.39361 0.1385 0.0510 -0.6674 -0.279
O 6.06037 10.84217 -12.56756 -0.0334 0.0017 0.1498 0.105
C 5.97285 11.79762 -10.42302 0.0190 0.1376 0.1658 -0.083
C 6.44925 13.02699 -10.86997 0.0487 0.2089 0.0260 0.001
C 6.60070 14.07796 -9.97724 -0.0377 -0.1090 0.0184 -0.057
C 6.27639 13.90551 -8.63426 -0.0144 -0.1070 -0.0516 -0.058
C 5.81474 12.67778 -8.18213 0.0547 0.2079 0.0585 0.000
C 5.66629 11.61831 -9.07325 0.0560 0.1999 -0.0941 -0.083
H 4.30502 7.82008 -8.05126 0.0779 0.1764 -0.0706 0.095
H 3.88055 6.00051 -9.65928 0.0135 0.0697 0.0218 0.107
H 4.29770 6.35947 -12.07598 0.0212 0.0478 0.0435 0.108
H 5.17843 8.52218 -12.87132 0.0543 0.1371 0.1187 0.121
H 6.69837 13.16722 -11.91516 -0.0746 -0.1670 0.0507 0.121
H 6.96807 15.03553 -10.32794 -0.0229 -0.0621 0.0158 0.108
H 6.38629 14.73034 -7.93964 -0.0049 -0.0583 -0.0362 0.107
H 5.56685 12.54819 -7.13525 -0.0036 -0.1520 -0.1118 0.120
```
Forces are in eV/Å.